No. 1
The molecule C6H10N2, computed with ωB97M-V/def2-TZVPD.

Geometry (Å):
H (-2.17, 0.45, -2.30)
N (2.07, -0.13, 1.51)
H (-1.84, 1.03, 1.47)
N (0.29, -0.47, -1.61)
H (-0.66, -2.31, -1.80)
H (-2.40, 1.40, -0.73)
H (2.01, 0.36, -0.45)
H (-0.71, 0.07, 2.41)
H (2.97, -0.58, 1.40)
C (-0.77, 0.86, 1.65)
H (1.56, -0.34, 2.35)
C (1.34, 0.14, 0.37)
C (-0.67, 0.21, -0.83)
H (0.98, -2.05, -2.65)
C (0.20, -1.66, -2.00)
H (-0.40, 1.78, 2.11)
C (-1.81, 0.72, -1.31)
C (0.00, 0.52, 0.42)

Values from the calculation:
- Relative energy (zero: lowest compared OMol25 entry of this formula, charge and spin): 252.0 kJ/mol
- Charge: 0
- SMILES string: C=NC(=C)/C(C)=C/N
- E_LUMO: 0.848 eV
- Gap between HOMO and LUMO: 7.9 eV
- HOMO energy: -0.258 hartree

Which charges does Mulliken predict for the atoms? In e, they are: number 1, H, carries 0.306; number 2, N, carries -0.422; number 3, H, carries 0.328; number 4, N, carries -0.340; number 5, H, carries 0.275; number 6, H, carries 0.272; number 7, H, carries 0.413; number 8, H, carries 0.304; number 9, H, carries 0.239; number 10, C, carries -1.290; number 11, H, carries 0.173; number 12, C, carries -0.292; number 13, C, carries 0.506; number 14, H, carries 0.271; number 15, C, carries -0.303; number 16, H, carries 0.280; number 17, C, carries -1.075; number 18, C, carries 0.353

***

No. 2
A structure of composition C12H28As3BF4O2V, computed with ωB97M-V/def2-TZVPD.

Geometry (Å):
C (2.36, 3.34, 1.82)
H (2.27, -2.54, 1.91)
H (-0.31, -0.87, 2.54)
As (0.81, -0.64, -1.91)
C (-2.92, -2.25, -2.46)
O (-1.64, -2.19, -2.58)
H (1.30, -2.47, -0.36)
H (2.44, 4.11, 2.58)
H (-2.05, 1.60, 1.10)
H (2.41, -1.96, -3.26)
H (-2.63, 0.53, 2.39)
V (-1.66, -0.29, -1.89)
H (2.66, -1.38, -0.52)
As (-1.70, -0.81, 0.50)
H (3.31, 3.26, 1.30)
C (-2.58, 0.69, 1.32)
H (-3.58, 0.74, 0.90)
B (-1.80, 2.06, -2.68)
C (2.29, -1.45, 2.01)
H (2.35, 0.94, 0.40)
O (-3.47, -1.26, -1.87)
H (-3.85, -2.08, 0.68)
C (1.85, 0.91, -2.35)
F (-3.02, 1.37, -2.34)
C (1.59, -1.42, -0.33)
H (2.07, -1.21, 3.06)
H (3.31, -1.11, 1.81)
F (-1.20, 1.13, -3.61)
H (0.64, 1.25, 0.55)
H (0.89, -2.86, -3.07)
H (1.57, 3.61, 1.12)
C (1.28, -0.80, 1.05)
H (1.73, 1.10, -3.41)
H (0.37, 2.78, 4.26)
H (-0.15, -2.32, 1.59)
C (-2.83, -2.28, 0.99)
H (-0.37, 1.30, 3.68)
H (-3.50, -3.07, -2.87)
C (1.48, 0.72, 1.02)
F (-1.04, 1.71, -1.46)
H (2.89, 0.69, -2.12)
H (0.99, -1.54, -4.25)
H (-2.78, -2.38, 2.07)
As (1.97, 1.64, 2.71)
C (-0.11, -1.23, 1.53)
C (0.21, 2.17, 3.38)
H (-0.34, 2.75, 2.64)
H (1.51, 1.78, -1.78)
F (-1.86, 3.33, -3.01)
H (-2.49, -3.20, 0.53)
C (1.33, -1.89, -3.28)

Values from the calculation:
- Charge: +1
- E_LUMO (alpha / beta): -3.910 / -3.328 eV
- Gap between HOMO and LUMO (alpha / beta): 7.5 / 8.1 eV
- <S²>: 2.026
- Multiplicity: 3
- HOMO energy (alpha / beta): -0.419 / -0.419 hartree

Which charges does Mulliken predict for the atoms? In e, they are: number 1, C, carries -1.157; number 2, H, carries 0.495; number 3, H, carries 0.682; number 4, As, carries 1.421; number 5, C, carries 0.233; number 6, O, carries -0.566; number 7, H, carries 0.476; number 8, H, carries 0.413; number 9, H, carries 0.235; number 10, H, carries 0.446; number 11, H, carries 0.471; number 12, V, carries 0.137; number 13, H, carries 0.687; number 14, As, carries 1.629; number 15, H, carries 0.357; number 16, C, carries -1.279; number 17, H, carries 0.458; number 18, B, carries 0.188; number 19, C, carries -2.299; number 20, H, carries 0.700; number 21, O, carries -0.451; number 22, H, carries 0.424; number 23, C, carries -1.327; number 24, F, carries -0.288; number 25, C, carries -1.972; number 26, H, carries 0.573; number 27, H, carries 0.448; number 28, F, carries -0.378; number 29, H, carries 0.002; number 30, H, carries 0.369; number 31, H, carries 0.312; number 32, C, carries 2.265; number 33, H, carries 0.462; number 34, H, carries 0.453; number 35, H, carries 0.645; number 36, C, carries -1.414; number 37, H, carries 0.223; number 38, H, carries 0.429; number 39, C, carries -1.212; number 40, F, carries -0.219; number 41, H, carries 0.470; number 42, H, carries 0.434; number 43, H, carries 0.470; number 44, As, carries 0.287; number 45, C, carries -2.170; number 46, C, carries -1.012; number 47, H, carries 0.263; number 48, H, carries 0.316; number 49, F, carries -0.236; number 50, H, carries 0.407; number 51, C, carries -1.299

***

No. 3
A cluster of 13 separate species, C3H32N2O12 in total, computed with ωB97M-V/def2-TZVPD.

Geometry (Å):
H (0.24, 2.49, -1.66)
H (-0.86, -3.59, -2.13)
O (1.62, -1.80, -2.36)
H (2.06, 3.32, 1.45)
C (0.95, 0.53, 0.66)
O (0.81, 1.03, -4.22)
H (-2.73, 2.25, -0.59)
H (-0.29, 0.86, 4.27)
H (2.75, 3.53, -1.51)
O (-3.03, -0.18, 3.12)
H (-3.44, -0.73, 2.48)
C (0.32, -0.77, 0.98)
H (-1.99, -3.96, -0.08)
H (-0.69, -0.96, 0.51)
H (1.72, -1.50, 3.40)
H (-3.00, -2.03, 0.11)
N (1.44, 0.67, -0.61)
H (0.53, -3.28, -1.77)
H (-2.42, 0.30, 2.57)
H (-1.69, -0.32, -3.57)
H (1.20, -2.72, 3.69)
N (2.36, 2.30, 1.44)
H (-1.50, 0.15, 4.12)
H (0.16, -0.82, 2.13)
H (-0.30, 3.96, -2.22)
H (0.77, 1.23, 2.66)
H (1.41, -0.15, -1.26)
O (-0.21, -3.84, -1.56)
C (1.25, 1.39, 1.64)
H (2.36, -1.96, -3.01)
O (-0.73, 0.40, 3.68)
O (-3.14, -1.08, 0.27)
O (1.92, -2.25, 3.81)
H (-3.81, -0.93, -0.39)
H (2.17, 1.38, -0.86)
H (0.94, -1.63, 0.72)
O (3.47, 2.90, -1.33)
O (0.28, 3.39, -1.64)
H (0.41, 1.94, -4.33)
H (-1.91, -3.31, 1.34)
H (2.99, 2.18, 2.25)
O (-1.03, -0.87, -3.00)
H (3.24, 2.71, -0.39)
O (-2.46, -3.62, 0.63)
H (-1.45, -0.61, -2.10)
H (1.53, 1.24, -3.64)
H (-1.20, 2.22, -0.14)
H (0.88, -1.40, -2.79)
O (-1.91, 1.93, -0.75)

Values from the calculation:
- Relative energy (zero: lowest compared OMol25 entry of this formula, charge and spin): 337.1 kJ/mol
- Charge: 0
- E_LUMO: -0.013 eV
- Gap between HOMO and LUMO: 7.7 eV
- HOMO energy: -0.283 hartree

Which charges does Mulliken predict for the atoms? In e, they are: number 1, H, carries 0.269; number 2, H, carries 0.310; number 3, O, carries -0.731; number 4, H, carries 0.273; number 5, C, carries 0.104; number 6, O, carries -0.586; number 7, H, carries 0.222; number 8, H, carries 0.158; number 9, H, carries 0.319; number 10, O, carries -0.712; number 11, H, carries 0.335; number 12, C, carries -0.703; number 13, H, carries 0.308; number 14, H, carries -0.108; number 15, H, carries 0.375; number 16, H, carries 0.344; number 17, N, carries -0.046; number 18, H, carries 0.376; number 19, H, carries 0.321; number 20, H, carries 0.315; number 21, H, carries 0.271; number 22, N, carries -0.575; number 23, H, carries 0.327; number 24, H, carries -0.119; number 25, H, carries 0.260; number 26, H, carries 0.190; number 27, H, carries 0.043; number 28, O, carries -0.635; number 29, C, carries 0.484; number 30, H, carries 0.308; number 31, O, carries -0.562; number 32, O, carries -0.537; number 33, O, carries -0.580; number 34, H, carries 0.277; number 35, H, carries -0.002; number 36, H, carries 0.434; number 37, O, carries -0.729; number 38, O, carries -0.510; number 39, H, carries 0.287; number 40, H, carries 0.311; number 41, H, carries 0.231; number 42, O, carries -0.661; number 43, H, carries 0.422; number 44, O, carries -0.730; number 45, H, carries 0.271; number 46, H, carries 0.309; number 47, H, carries 0.321; number 48, H, carries 0.300; number 49, O, carries -0.552

***

Q: Which of these has the highest charge?
A: C12H28As3BF4O2V

***

Q: Which value of charge does entry 3 give?
A: 0

***

Q: Which formula does entry 3 have?
A: C3H32N2O12

***

Q: The highest charge belongs to which entry?
A: C12H28As3BF4O2V